This record from the Open Molecules 2025 dataset describes a molecular structure, C28H23BF2N3OP2S2Se2W at a distorted geometry. The level of theory is wB97M-V/def2-TZVPD.

XYZ file:
```
65
Properties=species:S:1:pos:R:3:forces:R:3
W -1.0251 -0.2128 3.2516 0.512 1.395 -0.244
Se -3.8924 -0.4796 -3.4157 0.505 -0.012 0.238
P -1.9997 -0.6141 -2.5082 -0.546 -0.038 -0.672
C -0.9882 -1.9621 -3.1572 -0.034 0.136 0.197
C -0.6959 -3.0871 -2.3929 0.020 0.117 -0.098
C -0.0237 -4.1521 -2.9721 0.051 -0.038 0.049
C 0.3576 -4.0904 -4.3037 0.029 -0.054 -0.034
C 0.0501 -2.9749 -5.0728 -0.032 0.043 -0.001
C -0.6397 -1.9161 -4.5061 0.050 -0.015 0.052
C -1.0624 0.9489 -2.6020 -0.013 -0.176 -0.053
C -1.6762 2.0681 -2.0370 0.030 0.040 -0.078
C -1.0376 3.2972 -2.0717 -0.051 -0.005 0.034
C 0.2092 3.4172 -2.6750 0.032 0.032 -0.018
C 0.8105 2.3094 -3.2526 0.040 -0.043 -0.055
C 0.1761 1.0735 -3.2223 -0.248 0.171 -0.140
C -2.0756 -0.8130 -0.6991 0.367 0.230 0.429
C -1.1807 -0.8957 0.3558 -0.331 -0.384 -0.012
N -1.9334 -0.6550 1.4820 0.378 0.231 -0.126
N -3.1992 -0.4099 1.1324 -0.272 0.119 -0.579
N -3.2936 -0.5096 -0.1492 -0.233 -0.060 0.461
P 0.5172 -1.1327 0.9130 0.459 0.241 -0.663
Se 0.4806 -2.3655 2.6914 -0.145 0.162 -0.001
C 0.8994 0.5623 1.5110 -0.065 -0.274 0.126
C 0.3803 1.6750 0.8339 0.042 0.020 -0.115
C 0.5996 2.9484 1.3250 -0.004 -0.080 -0.110
C 1.3394 3.1293 2.4896 0.044 0.001 0.064
C 1.8777 2.0390 3.1518 0.064 0.017 -0.077
C 1.6524 0.7479 2.6826 0.329 0.160 -0.398
C 1.6459 -1.6394 -0.3841 -0.113 -0.052 0.255
C 2.3271 -2.8469 -0.2689 -0.044 0.025 0.006
C 3.2052 -3.2237 -1.2722 0.028 -0.047 0.041
C 3.3994 -2.3988 -2.3711 -0.031 -0.047 0.025
C 2.7185 -1.1925 -2.4759 -0.007 -0.012 -0.051
C 1.8394 -0.8041 -1.4820 0.053 0.001 0.272
H -1.0240 -3.1412 -1.3630 0.033 -0.060 0.035
H 0.1920 -5.0360 -2.3856 -0.004 -0.002 -0.009
H 0.8742 -4.9287 -4.7535 0.007 0.016 0.001
H 0.3233 -2.9414 -6.1190 0.000 -0.011 0.001
H -0.9396 -1.0640 -5.1046 0.027 -0.030 -0.056
H -2.6639 1.9732 -1.5992 -0.008 0.005 0.005
H -1.5235 4.1641 -1.6413 0.010 0.011 -0.029
H 0.7010 4.3806 -2.7187 -0.001 -0.008 0.018
H 1.7727 2.4002 -3.7402 -0.004 0.056 -0.008
H 0.6386 0.2119 -3.6876 -0.038 0.071 -0.005
H -0.1825 1.5419 -0.0837 -0.076 0.016 0.076
H 0.1898 3.7962 0.7923 0.013 0.013 0.014
H 1.5081 4.1283 2.8705 0.007 -0.006 -0.007
H 2.4793 2.1776 4.0399 -0.018 0.029 0.009
H 2.1471 -0.0903 3.1548 -0.155 -0.058 0.097
H 2.1744 -3.4805 0.5962 0.016 -0.028 -0.023
H 3.7407 -4.1598 -1.1871 0.001 0.013 -0.034
H 4.0891 -2.6960 -3.1499 -0.006 0.001 -0.004
H 2.8774 -0.5568 -3.3373 0.003 0.019 0.009
H 1.3149 0.1413 -1.5539 0.151 -0.144 0.095
C -1.3148 3.4858 6.8634 0.121 0.012 0.282
O -1.9601 3.1288 5.6221 0.074 -0.068 -0.159
C -1.5996 2.0953 4.9289 -0.169 0.096 -0.022
S -0.3722 0.9896 5.3422 0.088 -0.208 0.071
S -2.4435 1.7859 3.4775 0.064 -0.403 -0.017
H -1.1273 4.5544 6.8224 -0.041 -0.015 -0.086
H -0.3843 2.9419 6.9982 0.014 -0.004 -0.055
H -1.9974 3.2635 7.6799 -0.057 -0.051 -0.085
F -3.4944 -1.3630 4.6194 0.026 -0.008 -0.183
B -2.1748 -1.3958 4.5805 -1.034 -1.051 1.483
F -1.5824 -2.1471 5.5079 0.090 -0.008 -0.138
```
Forces are in eV/Å.

As for the charge: +1. The spin multiplicity is 3. Its energy relative to the best compared isomer or geometry (same formula, charge and spin) is 85.4 kJ/mol.

Charges obtained by natural (NBO) population analysis, quoted in units of e: 0.833 -0.381 1.212 -0.431 -0.196 -0.196 -0.187 -0.221 -0.124 -0.313 -0.215 -0.221 -0.195 -0.206 -0.248 -0.233 -0.278 -0.480 -0.013 -0.175 1.295 -0.184 -0.478 -0.117 -0.191 -0.166 -0.184 -0.216 -0.354 -0.176 -0.200 -0.153 -0.194 -0.197 0.217 0.223 0.225 0.228 0.227 0.247 0.227 0.227 0.224 0.231 0.234 0.240 0.237 0.240 0.261 0.233 0.235 0.233 0.229 0.235 -0.267 -0.447 0.110 -0.005 0.095 0.221 0.206 0.222 -0.468 0.945 -0.484